(1)
{
  "formula": "C22H50O3P2Ti",
  "method": "wB97M-V/def2-TZVPD",
  "symbols": ["Ti", "C", "O", "C", "O", "P", "C", "H", "C", "H", "C", "H", "C", "P", "H", "H", "C", "H", "C", "H", "H", "H", "C", "H", "H", "H", "C", "H", "H", "H", "C", "H", "H", "H", "C", "H", "H", "H", "C", "H", "H", "H", "C", "H", "H", "H", "C", "H", "C", "H", "H", "C", "H", "H", "H", "C", "H", "H", "H", "C", "H", "H", "H", "C", "H", "H", "H", "H", "H", "C", "C", "O", "H", "H", "H", "H", "H", "H"],
  "xyz": [[0.03, -0.71, -0.26], [0.62, 1.02, 0.52], [0.87, 2.08, 0.96], [-1.36, -0.81, -1.70], [-2.16, -0.67, -2.55], [1.71, 0.03, -2.00], [3.20, -1.07, -1.99], [3.66, -0.89, -2.97], [1.08, -0.24, -3.73], [0.40, -1.09, -3.57], [2.48, 1.73, -1.97], [2.90, 1.77, -0.95], [-2.34, 2.24, 2.15], [-2.41, 0.43, 1.88], [-2.90, -0.24, 4.05], [-1.32, 2.40, 2.52], [-4.08, -0.03, 1.31], [-4.73, 0.59, 1.94], [0.25, 0.94, -4.21], [0.88, 1.79, -4.52], [-0.47, 1.29, -3.46], [-0.33, 0.63, -5.09], [2.09, -0.66, -4.80], [1.57, -0.72, -5.77], [2.51, -1.66, -4.62], [2.91, 0.06, -4.92], [3.63, 1.94, -2.96], [4.45, 1.23, -2.84], [4.05, 2.94, -2.78], [3.29, 1.92, -4.00], [1.51, 2.89, -2.10], [2.03, 3.80, -1.77], [0.62, 2.78, -1.48], [1.20, 3.06, -3.14], [4.22, -0.66, -0.91], [5.14, -0.26, -1.35], [4.49, -1.54, -0.34], [3.81, 0.08, -0.21], [2.81, -2.53, -1.86], [2.34, -2.75, -0.90], [3.72, -3.14, -1.93], [2.13, -2.89, -2.64], [-3.35, 2.67, 3.22], [-3.26, 2.10, 4.16], [-4.38, 2.59, 2.85], [-3.18, 3.73, 3.47], [-2.52, 3.09, 0.89], [-3.57, 3.13, 0.58], [-1.56, -1.81, 3.33], [-1.91, 2.74, 0.05], [-2.21, 4.12, 1.11], [-0.87, 0.45, 4.22], [-0.51, -1.92, 3.04], [-1.70, -2.32, 4.30], [-2.16, -2.34, 2.59], [-1.96, -0.34, 3.47], [-0.54, -0.10, 5.11], [-1.21, 1.43, 4.59], [-0.02, 0.59, 3.55], [-4.41, -1.50, 1.52], [-3.70, -2.15, 0.99], [-5.40, -1.70, 1.11], [-4.44, -1.78, 2.57], [-4.29, 0.35, -0.15], [-4.14, 1.42, -0.35], [-5.32, 0.10, -0.44], [-3.62, -0.21, -0.80], [2.94, -0.15, 3.17], [2.87, 0.60, 3.15], [2.08, -3.50, 2.01], [0.79, -3.46, 1.22], [0.53, -2.16, 0.66], [2.32, -4.56, 2.19], [2.02, -2.98, 2.97], [2.92, -3.09, 1.45], [0.81, -4.22, 0.42], [-0.04, -3.72, 1.90], [-1.52, -0.17, 0.81]],
  "lowdin_charge": [0.8027, -0.0483, 0.2302, 0.0505, 0.2679, 1.0935, -0.4936, 0.1141, -0.5021, 0.0869, -0.5058, 0.0955, -0.5017, 1.1722, 0.1515, 0.1019, -0.4753, 0.1440, -0.0900, 0.0942, 0.0680, 0.1218, -0.0408, 0.1287, 0.0946, 0.0941, -0.0396, 0.0854, 0.1271, 0.0930, -0.0915, 0.1219, 0.0511, 0.0833, -0.0575, 0.1111, 0.0942, 0.0667, -0.0812, 0.0459, 0.1246, 0.0898, -0.0400, 0.0903, 0.1046, 0.1313, -0.0786, 0.0956, -0.0824, 0.0625, 0.1205, -0.0634, 0.0615, 0.1294, 0.0629, -0.4717, 0.1227, 0.0917, 0.0638, -0.0681, 0.0850, 0.1200, 0.0996, -0.0672, 0.0758, 0.1279, 0.0379, 0.0338, 0.0345, -0.0301, -0.2314, -0.2672, 0.1223, 0.0897, 0.0790, 0.1536, 0.1322, -0.0068],
  "molar_mass_g_mol": 472.454,
  "homo_ev": -22.266,
  "total_charge": 4,
  "e_tot_ha": -2624.39413,
  "multiplicity": 1,
  "homo_lumo_gap_ev": 5.26
}

(2)
{
  "formula": "C42H84O15",
  "method": "wB97M-V/def2-TZVPD",
  "symbols": ["C", "O", "C", "O", "O", "C", "H", "H", "H", "H", "H", "H", "C", "O", "C", "O", "O", "C", "H", "H", "H", "H", "H", "H", "C", "C", "C", "O", "C", "H", "H", "H", "H", "H", "H", "H", "H", "C", "C", "C", "O", "C", "H", "H", "H", "H", "H", "H", "H", "H", "C", "C", "C", "O", "C", "H", "H", "H", "H", "H", "H", "H", "H", "C", "C", "C", "O", "C", "H", "H", "H", "H", "H", "H", "H", "H", "C", "C", "C", "O", "C", "H", "H", "H", "H", "H", "H", "H", "H", "C", "C", "C", "O", "C", "H", "H", "H", "H", "H", "H", "H", "H", "C", "C", "C", "O", "C", "H", "H", "H", "H", "H", "H", "H", "H", "C", "C", "C", "O", "C", "H", "H", "H", "H", "H", "H", "H", "H", "C", "C", "C", "O", "C", "H", "H", "H", "H", "H", "H", "H", "H"],
  "xyz": [[2.83, 11.39, 0.85], [1.85, 10.35, 1.12], [1.62, 9.90, 2.37], [2.18, 10.22, 3.39], [0.49, 9.13, 2.36], [-0.05, 8.71, 3.67], [2.32, 12.35, 0.95], [3.18, 11.23, -0.17], [3.72, 11.32, 1.48], [-0.74, 9.43, 4.09], [0.74, 8.44, 4.37], [-0.51, 7.73, 3.59], [-1.10, -1.82, 1.13], [-0.18, -1.60, 0.07], [-0.02, -0.37, -0.55], [0.41, -0.13, -1.70], [-0.28, 0.56, 0.29], [-0.14, 1.94, -0.07], [-2.05, -1.40, 0.82], [-0.75, -1.24, 1.98], [-1.35, -2.87, 1.31], [0.26, 2.17, -1.06], [0.42, 2.52, 0.66], [-1.14, 2.38, -0.16], [7.33, 5.91, 2.06], [7.19, 6.10, 0.56], [7.12, 4.69, 0.05], [6.43, 4.01, 1.02], [6.74, 4.52, 2.34], [6.83, 6.69, 2.65], [8.39, 5.85, 2.29], [8.01, 6.67, 0.12], [6.25, 6.53, 0.22], [8.10, 4.24, -0.06], [6.68, 4.64, -0.95], [7.41, 3.85, 2.89], [5.75, 4.51, 2.80], [4.83, -8.03, 2.07], [3.59, -8.91, 2.00], [3.94, -9.96, 2.95], [4.58, -9.21, 4.01], [5.38, -8.19, 3.50], [4.70, -6.98, 1.84], [5.57, -8.49, 1.41], [3.34, -9.28, 1.01], [2.77, -8.43, 2.53], [4.51, -10.81, 2.57], [3.03, -10.39, 3.38], [6.44, -8.43, 3.45], [5.25, -7.31, 4.13], [-6.79, 0.96, 4.59], [-6.63, 0.59, 6.05], [-8.07, 0.13, 6.41], [-8.65, -0.18, 5.15], [-7.72, -0.13, 4.13], [-5.79, 0.91, 4.16], [-7.17, 1.98, 4.49], [-6.36, 1.41, 6.71], [-5.91, -0.22, 6.18], [-8.68, 0.82, 7.00], [-7.91, -0.80, 6.96], [-8.13, 0.11, 3.14], [-7.34, -1.14, 4.10], [-4.17, -9.76, 7.73], [-5.66, -9.70, 7.45], [-5.85, -8.81, 6.25], [-4.63, -8.04, 6.17], [-3.82, -8.34, 7.27], [-3.68, -10.43, 7.03], [-3.96, -9.91, 8.79], [-6.19, -9.29, 8.32], [-6.03, -10.69, 7.19], [-6.66, -8.12, 6.48], [-6.12, -9.41, 5.38], [-3.91, -7.59, 8.06], [-2.77, -8.28, 6.98], [2.53, -0.47, 7.11], [2.96, -1.15, 8.41], [1.64, -1.43, 9.08], [0.74, -0.38, 8.61], [1.28, 0.41, 7.51], [2.23, -1.18, 6.33], [3.35, 0.05, 6.63], [3.63, -0.50, 8.96], [3.48, -2.08, 8.19], [1.73, -1.46, 10.16], [1.42, -2.46, 8.76], [1.66, 1.36, 7.90], [0.60, 0.54, 6.67], [5.68, -0.06, -10.54], [4.74, -0.97, -9.88], [3.75, -0.04, -9.25], [3.60, 0.90, -10.30], [4.86, 1.14, -10.97], [6.19, -0.56, -11.36], [6.39, 0.20, -9.75], [5.39, -1.62, -9.29], [4.27, -1.50, -10.71], [4.16, 0.54, -8.41], [2.82, -0.48, -8.89], [5.36, 2.03, -10.58], [4.73, 1.32, -12.04], [-6.83, 2.25, -4.18], [-5.52, 1.51, -3.93], [-4.57, 2.46, -4.67], [-5.01, 3.79, -4.34], [-6.47, 3.70, -4.15], [-7.63, 2.10, -3.46], [-7.17, 1.97, -5.18], [-5.53, 0.50, -4.34], [-5.28, 1.36, -2.88], [-4.58, 2.32, -5.75], [-3.53, 2.29, -4.39], [-7.01, 4.14, -4.99], [-6.98, 4.17, -3.30], [3.40, 8.37, -6.14], [2.77, 7.13, -6.73], [1.59, 7.56, -7.54], [1.61, 8.97, -7.41], [2.22, 9.33, -6.22], [4.20, 8.68, -6.80], [3.71, 8.30, -5.10], [2.35, 6.56, -5.90], [3.50, 6.47, -7.20], [0.67, 7.09, -7.18], [1.75, 7.24, -8.57], [1.60, 9.34, -5.32], [2.56, 10.36, -6.13], [-3.30, -6.46, -4.85], [-4.61, -7.21, -5.17], [-4.61, -7.19, -6.72], [-3.26, -7.23, -7.11], [-2.39, -6.89, -6.02], [-2.92, -6.80, -3.89], [-3.50, -5.38, -4.80], [-5.46, -6.76, -4.65], [-4.42, -8.25, -4.90], [-5.14, -6.30, -7.05], [-5.15, -7.99, -7.22], [-1.68, -6.11, -6.28], [-1.82, -7.76, -5.68]],
  "lowdin_charge": [-0.0222, -0.0201, -0.5754, 0.1110, -0.0165, -0.0198, 0.0969, 0.0894, 0.0912, 0.0955, 0.0855, 0.0844, -0.0543, -0.0260, -0.5659, 0.0793, 0.0105, -0.0070, 0.0909, 0.0922, 0.0968, 0.0936, 0.0962, 0.0937, -0.1533, -0.1739, -0.2777, -0.1423, -0.1606, 0.1084, 0.1071, 0.1124, 0.1125, 0.1165, 0.1240, 0.1121, 0.1149, -0.1625, -0.1876, -0.2189, -0.1349, -0.2280, 0.1097, 0.1079, 0.1220, 0.1216, 0.1210, 0.1215, 0.1113, 0.1169, -0.1775, -0.1741, -0.1835, -0.1439, -0.2371, 0.1098, 0.1197, 0.1071, 0.1090, 0.1172, 0.1082, 0.1215, 0.1236, -0.1523, -0.1983, -0.1866, -0.1279, -0.2458, 0.1158, 0.1141, 0.1135, 0.1089, 0.1129, 0.1160, 0.1147, 0.1151, -0.1724, -0.1971, -0.1942, -0.1555, -0.1521, 0.1036, 0.1025, 0.1111, 0.1100, 0.1155, 0.1113, 0.1079, 0.1094, -0.2204, -0.2054, -0.2017, -0.1533, -0.1605, 0.1170, 0.1127, 0.1210, 0.1226, 0.1189, 0.1239, 0.1082, 0.1171, -0.2011, -0.1646, -0.2026, -0.1287, -0.1968, 0.1120, 0.1117, 0.1077, 0.1094, 0.1158, 0.1154, 0.1089, 0.1129, -0.1641, -0.1943, -0.1985, -0.1120, -0.2514, 0.1135, 0.1120, 0.1086, 0.1131, 0.1187, 0.1204, 0.1156, 0.1185, -0.1683, -0.1564, -0.2337, -0.1326, -0.1831, 0.1048, 0.1058, 0.1091, 0.1076, 0.1079, 0.1148, 0.1130, 0.1111],
  "molar_mass_g_mol": 829.119,
  "homo_ev": -9.487,
  "e_above_lowest_kj_mol": 303.9,
  "total_charge": 0,
  "smiles": "COC(=O)OC.COC(=O)OC.C1CCOC1.C1CCOC1.C1CCOC1.C1CCOC1.C1CCOC1.C1CCOC1.C1CCOC1.C1CCOC1.C1CCOC1",
  "e_tot_ha": -2778.96886,
  "multiplicity": 1,
  "homo_lumo_gap_ev": 9.67
}

(3)
{
  "formula": "C4H14NOS",
  "method": "wB97M-V/def2-TZVPD",
  "symbols": ["C", "C", "C", "S", "C", "N", "H", "H", "H", "H", "H", "H", "H", "H", "H", "H", "H", "H", "H", "H", "O"],
  "xyz": [[0.17, 1.18, -0.39], [-0.59, 0.38, 0.70], [0.23, -0.85, 1.21], [1.05, -2.01, 0.10], [0.24, -3.60, 0.39], [1.31, 1.88, 0.26], [0.37, 0.43, -1.16], [-0.51, 1.89, -0.85], [-1.47, -0.03, 0.22], [-0.76, 0.94, 1.62], [-0.58, -1.48, 1.57], [0.77, -0.57, 2.11], [-0.72, -3.44, 0.88], [0.74, -4.38, 0.95], [0.06, -3.99, -0.62], [2.02, 2.43, -0.24], [0.94, 2.48, 0.99], [1.87, 1.15, 0.72], [-2.23, 1.89, -2.82], [-1.48, 3.27, -3.05], [-1.43, 2.42, -2.60]],
  "lowdin_charge": [-0.1788, -0.1966, -0.5407, 0.8175, -0.3832, 0.2047, 0.1152, 0.0881, 0.1239, 0.1187, 0.0584, 0.0724, 0.0407, 0.0409, 0.0338, 0.1833, 0.1754, 0.1626, 0.0768, 0.0498, -0.0630],
  "molar_mass_g_mol": 124.229,
  "homo_ev": -12.004,
  "e_above_lowest_kj_mol": 138.3,
  "total_charge": 1,
  "e_tot_ha": -688.71002,
  "multiplicity": 1,
  "homo_lumo_gap_ev": 8.50
}

Number 1 is which compound?
C22H50O3P2Ti